[1]
ORCA calculation (the ωB97M-V functional and the def2-TZVPD basis) on a 2-piece molecular cluster, C34H41N2O overall in a non-equilibrium geometry.

As for the charge: +1. The HOMO-LUMO gap comes out at 3.911 eV. The maximum force comes out at 0.0278 hartree/bohr. For the LUMO energy, the calculation gives -0.201 Eh.

Each line ends with the Mulliken charge.
Atoms and positions in Å:
C  -3.7143  -0.1085  -3.5750  -1.39
C  -2.9198  -0.9985  -2.6649  -0.06
C  -2.4117  -0.4854  -1.4738  -0.37
C  -1.6449  -1.2488  -0.5929  1.59
C  -1.1706  -0.5682  0.6678  -1.30
C  -1.3447  -2.5822  -0.9314  0.51
C  -0.4461  -3.4250  -0.0345  -0.02
C  -1.1590  -3.8528  1.2649  -1.60
C  0.9444  -2.7727  0.2729  -1.21
C  1.5671  -2.0486  -0.8460  0.02
C  2.9569  -1.9282  -1.0550  0.16
C  3.5140  -2.0301  -2.3848  0.76
C  2.7384  -2.6126  -3.5283  -1.50
C  4.8184  -1.6237  -2.6166  -0.85
C  5.6533  -1.1805  -1.5849  0.62
C  7.0415  -0.7104  -1.8849  -1.46
C  5.1700  -1.2293  -0.2714  -1.01
C  3.8780  -1.6456  0.0245  0.94
C  3.4652  -1.6901  1.4621  -1.51
C  -1.9141  -3.1426  -2.0961  0.40
C  -1.7306  -4.5992  -2.4566  -1.59
C  -2.6610  -2.3397  -2.9580  -0.93
H  -4.0782  -0.6613  -4.4464  0.37
H  -4.5814  0.3224  -3.0563  0.34
H  -3.1102  0.7379  -3.9302  0.31
H  -2.6239  0.5489  -1.2014  0.32
H  -1.0785  -1.2444  1.5239  0.08
H  -0.1923  -0.0785  0.5254  -0.10
H  -1.8952  0.2057  0.9656  0.31
H  -0.2145  -4.3546  -0.5733  0.65
H  -2.1221  -4.3243  1.0270  0.39
H  -0.5567  -4.5879  1.8168  0.44
H  -1.3469  -3.0014  1.9315  0.31
H  0.8364  -2.0904  1.1348  0.53
H  1.6133  -3.6002  0.5809  0.87
H  0.8873  -1.6744  -1.6171  0.67
H  3.3332  -2.5120  -4.4451  0.38
H  2.5332  -3.6864  -3.4026  0.32
H  1.7745  -2.1124  -3.6729  0.34
H  5.2024  -1.6640  -3.6386  0.39
H  7.5333  -0.3857  -0.9636  0.36
H  7.6471  -1.4976  -2.3550  0.35
H  7.0216  0.1387  -2.5790  0.36
H  5.8326  -0.9251  0.5454  0.31
H  4.3573  -1.5961  2.0956  0.42
H  2.7790  -0.8630  1.7008  0.32
H  2.9772  -2.6329  1.7392  0.36
H  -2.2862  -4.8052  -3.3823  0.41
H  -0.6786  -4.8699  -2.6373  0.33
H  -2.1083  -5.2709  -1.6703  0.31
H  -3.0559  -2.7832  -3.8754  0.28
H  -0.1416  1.8210  -0.1042  0.12
C  -0.5267  2.8725  -0.2451  -0.15
H  -0.1328  3.2070  -1.2145  0.45
C  -2.0140  2.9018  -0.2523  -1.05
C  -2.7120  3.0880  0.8948  -0.39
N  -2.1542  3.7354  1.9663  0.26
C  -2.8895  3.9560  3.1815  0.00
C  -3.4797  2.8874  3.8772  -0.18
C  -4.0960  3.1200  5.1174  -0.61
C  -4.2655  4.4278  5.5888  -0.41
C  -3.7178  5.4924  4.8653  -0.67
C  -2.9480  5.2449  3.7217  -0.21
C  -0.8457  4.1779  1.8567  -0.08
C  -0.0228  3.7431  0.8755  -0.10
C  1.4222  4.0612  1.0427  0.03
N  2.2771  3.6502  0.0459  -0.35
O  1.8383  4.6323  2.0484  -0.67
H  -2.5400  2.7225  -1.1896  0.65
H  -3.7688  2.8206  1.0099  0.48
H  -3.4171  1.8755  3.4660  0.36
H  -4.4473  2.2793  5.7155  0.37
H  -4.8077  4.6142  6.5163  0.36
H  -3.8722  6.5194  5.1915  0.37
H  -2.4208  6.0528  3.2080  0.42
H  -0.5237  4.7877  2.7033  0.59
H  1.9676  3.3643  -0.8720  0.22
H  3.2084  4.0359  0.1077  0.27

[2]
ORCA calculation (the ωB97M-V functional and the def2-TZVPD basis) on the molecule C18H24N4O2Si in a non-equilibrium geometry.

The energy above the lowest of the compared OMol25 structures with the same formula, charge and spin comes out at 0.0 kcal per mole. The HOMO-LUMO gap comes out at 8.344 eV. The maximum force comes out at 0.0523 hartree/bohr. For the LUMO energy, the calculation gives 0.018 Eh.

Each line ends with the Mulliken charge.
Atoms and positions in Å:
C  -3.6644  1.6696  -2.4811  -1.31
C  -2.1909  1.7345  -2.7202  0.35
N  -1.6666  2.6741  -3.4893  -0.67
C  -0.3193  2.7502  -3.5916  -0.80
C  0.5815  1.8336  -3.0035  0.90
C  2.0493  1.9317  -3.2429  -0.71
O  2.7499  0.7247  -3.4516  -0.65
C  0.0416  0.8263  -2.1891  0.81
C  0.5088  -0.3062  -1.4486  0.89
N  1.7954  -0.8853  -1.2301  -0.13
C  2.6764  -0.6825  -0.1204  0.16
C  2.2764  0.2740  0.8205  -0.02
C  3.1234  0.5802  1.8680  -0.41
C  4.3179  -0.1002  1.9475  -0.55
C  4.6558  -1.0021  0.9715  -0.34
N  3.8920  -1.3041  -0.0592  -0.65
C  -0.6314  -0.8451  -0.8546  -0.27
N  -0.6048  -1.9207  0.0261  -0.22
C  -1.7887  -2.2625  0.8086  -0.71
Si  -1.8522  -1.2194  2.3652  0.23
C  -2.2903  0.5553  1.9941  -1.00
C  -0.1233  -1.1399  3.0829  -0.99
C  -2.8522  -2.0966  3.7382  -1.13
O  -1.7525  -0.1956  -1.2394  -0.43
C  -1.3579  0.7924  -2.0790  -0.90
H  -4.0176  0.6437  -2.5278  0.36
H  -3.8975  2.1089  -1.4984  0.23
H  -4.1888  2.2368  -3.2661  0.39
H  0.0533  3.6193  -4.0859  0.43
H  2.2549  2.5431  -4.1561  0.41
H  2.5003  2.4713  -2.4010  0.25
H  2.5345  0.1422  -2.6758  0.32
H  1.9718  -1.7512  -1.7436  0.27
H  1.3705  0.8244  0.6489  0.56
H  2.9096  1.3788  2.5174  0.48
H  5.0211  0.2424  2.6702  0.37
H  5.6256  -1.4652  0.9733  0.43
H  0.2588  -2.3853  0.3289  0.33
H  -2.6661  -2.1313  0.1843  0.33
H  -1.7763  -3.3278  1.1118  0.43
H  -3.2102  0.6411  1.4567  0.32
H  -2.3219  1.0868  2.9233  0.43
H  -1.5378  1.0058  1.3230  0.24
H  -0.1822  -1.0379  4.1691  0.44
H  0.3891  -2.0277  2.8654  0.42
H  0.4381  -0.3447  2.6548  0.07
H  -2.9726  -1.4834  4.6196  0.34
H  -3.8367  -2.4133  3.4155  0.33
H  -2.2934  -2.9632  4.0707  0.34

[3]
ORCA calculation (the ωB97M-V functional and the def2-TZVPD basis) on the molecule C24H26N2O7S.

The energy above the lowest of the compared OMol25 structures with the same formula, charge and spin comes out at 31.2 kcal per mole. The HOMO-LUMO gap comes out at 8.760 eV. The maximum force comes out at 0.0188 hartree/bohr. For the LUMO energy, the calculation gives 0.024 Eh.

Each line ends with the Mulliken charge.
Atoms and positions in Å:
C  -7.5895  -0.2104  -0.0725  -0.85
O  -6.6590  -0.0182  0.9645  -0.46
C  -5.4507  0.5329  0.6609  0.83
C  -5.0451  0.9160  -0.6133  -0.49
C  -3.7881  1.4613  -0.8028  -0.56
C  -2.9125  1.6314  0.2645  -0.02
N  -1.6640  2.2052  -0.0026  0.01
C  -0.5672  2.2394  0.7868  1.01
O  -0.4821  1.7520  1.8964  -0.69
C  0.5905  3.0213  0.1423  -1.53
N  1.5316  2.2314  -0.6231  0.39
C  2.6734  1.6919  0.0059  -0.62
C  3.8692  1.6545  -0.6990  -0.65
C  5.0102  1.1174  -0.1282  -0.31
C  4.9741  0.6229  1.1711  0.88
O  6.0346  0.0749  1.8297  -0.46
C  7.2792  0.0278  1.1756  -0.87
C  3.7743  0.6760  1.8815  -1.02
C  2.6345  1.1971  1.3078  0.00
S  1.0074  1.4349  -2.0014  1.23
O  2.0340  1.5098  -2.9945  -0.69
O  -0.2745  2.0037  -2.3403  -0.77
C  0.8427  -0.2641  -1.4816  -0.98
C  1.9857  -1.0275  -1.4343  -1.10
C  1.9176  -2.3287  -0.9559  -0.55
C  0.7077  -2.8610  -0.5400  1.08
O  0.5300  -4.1132  -0.0599  -0.46
C  1.6531  -4.9534  0.0656  -0.95
C  -0.4697  -2.0717  -0.6157  0.69
O  -1.6033  -2.6940  -0.2217  -0.46
C  -2.8120  -1.9708  -0.2388  -0.74
C  -0.3844  -0.7685  -1.0772  0.04
C  -3.3206  1.2531  1.5428  -0.32
C  -4.5738  0.7119  1.7322  -0.72
H  -7.8682  0.7372  -0.5445  0.34
H  -7.2072  -0.8979  -0.8342  0.33
H  -8.4682  -0.6488  0.3980  0.24
H  -5.6963  0.8008  -1.4650  0.39
H  -3.4767  1.7584  -1.7943  0.41
H  -1.5057  2.4518  -0.9782  0.27
H  1.1497  3.5138  0.9420  0.57
H  0.1842  3.7790  -0.5332  0.36
H  3.8944  2.0348  -1.7070  0.51
H  5.9204  1.1014  -0.7064  0.42
H  7.9677  -0.4277  1.8857  0.24
H  7.6368  1.0298  0.9180  0.34
H  7.2362  -0.5863  0.2700  0.33
H  3.7578  0.2936  2.8896  0.47
H  1.7159  1.2239  1.8726  0.48
H  2.9163  -0.6114  -1.7796  0.61
H  2.8190  -2.9172  -0.9147  0.40
H  2.3986  -4.5286  0.7448  0.37
H  1.2741  -5.8848  0.4827  0.24
H  2.1162  -5.1538  -0.9058  0.36
H  -2.7777  -1.1142  0.4395  0.26
H  -3.0609  -1.6256  -1.2470  0.38
H  -3.5734  -2.6699  0.1024  0.31
H  -1.2547  -0.1397  -1.1517  0.59
H  -2.6504  1.3799  2.3761  0.48
H  -4.9017  0.4159  2.7156  0.40

[4]
ORCA calculation (the ωB97M-V functional and the def2-TZVPD basis) on C35H42N2O9PdSe as an isolated structure in a non-equilibrium geometry.

The energy above the lowest of the compared OMol25 structures with the same formula, charge and spin comes out at 27.6 kcal per mole. The HOMO-LUMO gap (spin up / spin down) comes out at 7.014 / 4.231 eV. Its spin multiplicity is 5. The maximum force comes out at 0.0199 hartree/bohr. For the LUMO energy (spin up / spin down), the calculation gives -0.043 / -0.150 Eh.

Each line ends with the Mulliken charge.
Atoms and positions in Å:
Pd  0.3639  0.1674  -0.1444  0.51
C  4.9190  -2.1359  5.4706  -1.46
C  5.0141  -0.7004  4.9281  1.74
C  6.3168  -0.5746  4.1361  -2.09
C  5.0547  0.2923  6.1005  -1.64
C  3.7914  -0.4069  4.0735  -0.67
C  3.8771  0.0178  2.7701  -0.03
C  2.7204  0.2278  2.0150  -0.45
Se  2.8929  0.9087  0.2801  -0.03
C  0.7899  -1.7698  -0.0887  -0.40
C  1.9473  -2.4708  -0.0642  0.18
C  1.9080  -3.8834  -0.0420  -0.74
C  0.6591  -4.5270  -0.0507  0.26
C  -0.5484  -3.8665  -0.0760  -0.84
C  -0.5047  -2.4100  -0.1012  1.84
O  -1.5076  -1.6533  -0.1285  -0.89
C  -1.8826  -4.5946  -0.0752  2.16
C  -2.6804  -4.1764  1.1754  -1.63
C  -2.6695  -4.2284  -1.3481  -1.68
C  -1.7036  -6.1129  -0.0446  -2.21
C  3.2232  -4.6396  0.0032  2.34
C  4.0444  -4.2862  -1.2493  -1.70
C  3.0332  -6.1573  0.0428  -2.31
C  3.9994  -4.2144  1.2631  -1.78
C  1.4070  -0.0147  2.5614  1.47
O  0.3600  0.0826  1.8345  -0.87
C  1.3193  -0.3717  3.9535  -0.47
C  2.4992  -0.5570  4.6298  -0.15
C  0.0127  -0.5749  4.7420  2.21
C  -0.0027  0.4320  5.9062  -1.72
C  -1.2943  -0.3765  3.9633  -2.11
C  -0.0062  -2.0076  5.3027  -1.67
H  5.8193  -2.3779  6.0383  0.48
H  4.8290  -2.8498  4.6495  0.19
H  4.0624  -2.2628  6.1335  0.33
H  7.1575  -0.8402  4.7784  0.44
H  6.4752  0.4468  3.7862  0.39
H  6.3257  -1.2494  3.2780  0.36
H  5.9188  0.0873  6.7357  0.46
H  4.1578  0.2208  6.7174  0.31
H  5.1331  1.3156  5.7296  0.36
H  4.8317  0.1964  2.2956  0.57
H  2.8993  -1.9568  -0.0556  0.37
H  0.6512  -5.6071  -0.0323  0.66
H  -2.8959  -3.1113  1.1595  0.36
H  -2.1161  -4.4072  2.0821  0.30
H  -3.6244  -4.7240  1.2090  0.47
H  -2.8676  -3.1614  -1.3876  0.34
H  -3.6219  -4.7621  -1.3577  0.46
H  -2.1046  -4.5097  -2.2393  0.35
H  -1.1769  -6.4350  0.8562  0.41
H  -1.1624  -6.4690  -0.9235  0.42
H  -2.6871  -6.5840  -0.0432  0.44
H  3.5001  -4.5619  -2.1540  0.38
H  4.9898  -4.8319  -1.2355  0.46
H  4.2681  -3.2208  -1.2994  0.32
H  2.5100  -6.5167  -0.8450  0.46
H  2.4806  -6.4687  0.9310  0.41
H  4.0114  -6.6387  0.0709  0.45
H  4.2148  -3.1453  1.2651  0.37
H  4.9479  -4.7531  1.3084  0.51
H  3.4255  -4.4475  2.1624  0.35
H  2.4335  -0.8441  5.6717  0.32
H  0.0295  1.4534  5.5233  0.39
H  0.8423  0.2921  6.5819  0.27
H  -0.9227  0.3115  6.4814  0.47
H  -1.3677  0.6258  3.5463  0.40
H  -2.1278  -0.5194  4.6550  0.57
H  -1.3995  -1.0931  3.1510  0.24
H  0.8250  -2.1938  5.9839  0.31
H  0.0487  -2.7334  4.4888  0.31
H  -0.9362  -2.1739  5.8498  0.48
O  -0.4725  0.6602  -4.1352  -0.67
C  -0.4117  0.8656  -2.9380  0.32
O  0.3121  0.2022  -2.1190  -0.74
C  -1.2671  2.0343  -2.4092  0.18
C  -2.0302  2.6692  -3.3571  -0.55
C  -2.8869  3.7081  -3.0126  -0.32
C  -3.0306  4.1268  -1.6892  -0.30
C  -2.2498  3.5605  -0.7292  -0.08
C  -1.2805  2.5072  -1.0354  0.92
O  -0.5282  2.0816  -0.1330  -0.88
N  -2.4441  4.0605  0.6404  0.98
O  -1.5136  4.0775  1.4105  -0.53
O  -3.5511  4.5174  0.8785  -0.59
N  -3.6444  4.3928  -4.0561  1.05
O  -3.4950  4.0124  -5.1982  -0.59
O  -4.3855  5.2905  -3.7025  -0.60
H  -1.9711  2.3423  -4.3856  0.67
H  -3.7350  4.9000  -1.4203  0.63